Entry from the OMol25 dataset: a cluster of 2 separate species, C4H8N2O in total at a distorted geometry (ωB97M-V/def2-TZVPD).

Properties
HOMO energy, eV: -8.46
SMILES: [H]/N=C(\C)C=C=N.O

```
! RIJCOSX wB97M-V def2-TZVPD def2/J DEFGRID3
* xyz 0 1
C 2.122 0.017 0.851
H -1.546 0.113 -2.522
H -3.465 -0.696 -0.011
H 2.868 0.619 0.333
H 2.444 -1.023 0.834
H -0.837 0.920 -1.328
C -0.228 -0.785 0.612
H 0.060 -1.586 1.278
C 0.761 0.169 0.219
N 0.474 1.130 -0.597
C -1.540 -0.693 0.320
O -1.747 0.457 -1.646
N -2.705 -0.678 0.651
H 1.260 1.700 -0.889
H 2.079 0.336 1.894
*
```

Mulliken atomic charge list, values in e, 4 entries: -1.24 0.29 0.31 0.37

---

Entry from the OMol25 dataset: the molecule C4H8N2O2 at a distorted geometry (ωB97M-V/def2-TZVPD).

Properties
HOMO energy, eV: -8.88
SMILES: C=C(ONC)C(N)=O

```
! RIJCOSX wB97M-V def2-TZVPD def2/J DEFGRID3
* xyz 0 1
C 1.179 0.780 -0.324
C 1.591 -0.480 1.958
C -2.317 -0.232 -0.542
H -3.059 0.545 -0.716
O -0.470 -0.738 0.805
H 1.598 0.534 -2.317
H 2.593 -0.088 1.935
H -0.579 1.027 -0.039
C 0.802 -0.330 0.908
O 1.939 1.704 -0.126
H 0.496 -0.644 -1.662
H -2.817 -1.102 -0.113
H 1.234 -0.954 2.860
N 1.047 0.191 -1.548
N -1.378 0.305 0.419
H -1.858 -0.518 -1.498
*
```

Mulliken atomic charge list, values in e, 4 entries: 0.31 -0.95 -0.61 0.32

---

Entry from the OMol25 dataset: the molecule C4H8N2O2 at a distorted geometry (ωB97M-V/def2-TZVPD).

Properties
HOMO energy, eV: -8.85
SMILES: CC[C@H]1ON=CNO1

```
! RIJCOSX wB97M-V def2-TZVPD def2/J DEFGRID3
* xyz 0 1
N 0.109 -0.750 -1.477
H 0.037 -1.510 -2.066
H 2.565 -1.075 0.892
H -0.060 0.945 -2.723
H 3.018 0.311 1.691
O -1.376 0.693 0.359
O -0.281 -1.315 -0.267
C 0.888 0.384 1.293
N -1.166 1.310 -0.966
C -0.451 -0.212 0.782
H 1.143 1.509 0.687
C 2.134 -0.363 1.572
H 0.391 0.880 2.215
C -0.487 0.480 -1.720
H -0.900 -0.847 1.590
H 1.961 -0.885 2.519
*
```

Mulliken atomic charge list, values in e, 4 entries: -0.18 0.26 0.32 0.29

---

Entry from the OMol25 dataset: a cluster of 2 separate species, C4H8N2O2 in total at a distorted geometry (ωB97M-V/def2-TZVPD).

Properties
HOMO energy, eV: -8.42

```
! RIJCOSX wB97M-V def2-TZVPD def2/J DEFGRID3
* xyz 0 1
H -1.242 -1.370 -1.032
H -0.810 0.346 0.608
N -0.511 1.050 -0.208
H -0.971 -0.969 -2.851
H 0.262 2.829 -0.706
O -0.884 -0.937 1.272
C 0.252 -1.507 1.183
H 2.211 -1.140 1.188
O 0.453 -2.650 0.783
H -0.222 2.496 1.141
N 1.380 -0.689 1.541
C -0.902 -0.696 -1.809
C -0.398 0.499 -1.499
H 1.462 -0.609 2.546
H 0.089 1.110 -2.251
C -0.168 2.238 0.095
*
```

Mulliken atomic charge list, values in e, 4 entries: 0.29 0.31 0.08 0.27

---

Entry from the OMol25 dataset: a structure of composition C4H8N2O2 at a distorted geometry (ωB97M-V/def2-TZVPD).

Properties
HOMO energy, eV: -8.12

```
! RIJCOSX wB97M-V def2-TZVPD def2/J DEFGRID3
* xyz 0 1
C 0.118 -2.370 -0.064
H 0.738 0.448 -2.100
H 1.548 -0.826 0.243
H -0.120 1.727 -1.527
C 0.508 -1.111 0.187
H -1.194 -1.217 -1.403
N -0.287 0.112 -0.387
O -1.453 -0.326 -1.064
C -0.054 2.222 1.369
H 0.425 2.688 2.214
O -0.152 -0.097 2.062
H -0.915 -2.690 -0.036
H 0.838 -3.171 -0.021
C -0.306 0.927 1.347
N 0.455 0.935 -1.252
H -0.148 2.748 0.432
*
```

Mulliken atomic charge list, values in e, 4 entries: -0.88 0.28 0.37 0.23

---

Entry from the OMol25 dataset: the molecule C4H8N2O2 (ωB97M-V/def2-TZVPD).

Properties
HOMO energy (spin up / spin down), eV: -7.69 / -7.69

```
! RIJCOSX wB97M-V def2-TZVPD def2/J DEFGRID3
* xyz 0 1
H 1.193 1.143 1.520
N -0.340 -0.232 -0.529
C -0.803 1.020 -1.142
O 1.990 -1.219 -0.390
C -0.902 -0.624 0.753
N 1.723 0.780 0.742
H 0.267 -0.985 1.200
C -2.038 -0.539 1.295
O -0.419 -1.259 -1.504
H -1.835 0.910 -1.466
H -0.155 1.229 -1.990
H 0.471 -1.674 -1.434
C 1.312 -0.438 0.240
H -2.461 -0.771 2.255
H -0.728 1.810 -0.399
H 2.726 0.851 0.849
*
```

Mulliken atomic charge list, values in e, 4 entries: 0.26 0.28 -0.88 -0.63

---

| no. | E_tot (eV) |
| --- | --- |
| 1 | -9303.6046 |
| 2 | -11349.3961 |
| 3 | -11347.5635 |
| 4 | -11351.3723 |
| 5 | -11346.7461 |
| 6 | -11346.2446 |